[1]
C7H10ClN | ωB97M-V/def2-TZVPD

Calculated values
ΔE to the lowest compared entry with this formula, charge and spin	1.900	eV
LUMO (alpha / beta)	0.098 / 0.045	eV
HOMO energy (alpha / beta)	-7.61 / -7.58	eV
frontier orbital gap (alpha / beta)	7.7 / 7.6	eV

ORCA input file:
```
! RIJCOSX wB97M-V def2-TZVPD def2/J DEFGRID3
* xyz 0 1
H 2.10258 0.23026 -0.18664
H -1.11114 2.01535 1.08762
C -1.30197 1.53413 -1.66070
C 0.29027 -0.50453 -1.09073
N 0.24265 0.46087 1.66045
H 0.47709 -0.48760 -2.17980
H 2.14913 -1.51837 -0.45167
H -1.15872 -1.54407 1.21954
C 1.00968 -0.73295 1.34655
H -1.68233 1.00297 -2.51087
H -0.57143 2.25911 -2.03157
H 1.76386 -0.84662 2.11159
C -0.45468 1.09812 0.68609
C -0.50390 0.74829 -0.58038
H -2.01730 2.24007 -1.18044
C 1.49312 -0.68850 -0.14802
H -0.35771 -1.43240 -0.98597
Cl -0.14317 -2.37611 3.12821
C -0.22601 -1.45802 1.76674
*
```

---

[2]
CH4O2 | ωB97M-V/def2-TZVPD

Calculated values
ΔE to the lowest compared entry with this formula, charge and spin	1.295	eV
LUMO	0.092	eV
HOMO energy	-10.63	eV
SMILES	C=O.O
frontier orbital gap	10.7	eV

ORCA input file:
```
! RIJCOSX wB97M-V def2-TZVPD def2/J DEFGRID3
* xyz 0 1
H 1.09160 0.39238 1.65626
C -1.31189 -0.23046 -1.07545
O 1.93099 0.00797 1.55616
H 2.38942 0.36915 0.83275
H -2.08114 0.60117 -1.39381
O -1.04936 -0.37832 0.17793
H -0.96963 -0.76188 -1.75384
*
```

---

[3]
C3H5NS2 | ωB97M-V/def2-TZVPD

Calculated values
ΔE to the lowest compared entry with this formula, charge and spin	3.570	eV
LUMO	0.082	eV
HOMO energy	-7.81	eV
frontier orbital gap	7.9	eV

ORCA input file:
```
! RIJCOSX wB97M-V def2-TZVPD def2/J DEFGRID3
* xyz 0 1
H -1.54932 -1.87772 -0.86827
C 0.72052 0.46444 0.61364
H 1.10459 1.53022 0.50380
H -0.38358 0.58421 0.77597
N 1.94865 -0.97326 -1.06214
H 1.07869 0.12589 1.66386
C -0.97668 -1.30501 -1.57582
S -0.17325 -2.15602 -2.71878
H -0.92807 -0.28415 -1.39521
S 2.48788 -1.75379 -2.28651
C 1.12856 -0.42374 -0.38524
*
```